No. 1
{
  "formula": "C26H76N4O10",
  "method": "ωB97M-V/def2-TZVPD",
  "elements": ["C", "C", "C", "O", "H", "H", "H", "H", "H", "H", "H", "H", "C", "C", "C", "O", "H", "H", "H", "H", "H", "H", "H", "H", "C", "C", "C", "O", "C", "N", "H", "H", "H", "H", "H", "H", "H", "H", "H", "H", "H", "C", "C", "C", "O", "C", "N", "H", "H", "H", "H", "H", "H", "H", "H", "H", "H", "H", "C", "C", "C", "O", "C", "N", "H", "H", "H", "H", "H", "H", "H", "H", "H", "H", "H", "C", "C", "C", "O", "C", "N", "H", "H", "H", "H", "H", "H", "H", "H", "H", "H", "H", "C", "O", "H", "H", "H", "H", "C", "O", "H", "H", "H", "H", "C", "O", "H", "H", "H", "H", "C", "O", "H", "H", "H", "H"],
  "xyz": [[2.64355, -1.10528, 0.40156], [1.21780, -1.28627, 0.03392], [0.35763, -1.85896, 1.20492], [0.74227, 0.02033, -0.18133], [3.08175, -2.04585, 0.73536], [2.77081, -0.43651, 1.25282], [3.16035, -0.68270, -0.46009], [1.17825, -1.95316, -0.82736], [-0.70925, -1.84189, 0.98228], [0.56315, -1.25747, 2.09041], [0.67491, -2.89152, 1.35073], [0.98843, 0.49322, 0.61703], [-0.42335, 5.08307, -0.35302], [-1.77082, 4.34602, -0.61648], [-1.85205, 2.96218, 0.11938], [-2.84711, 5.19480, -0.21069], [-0.29060, 5.17790, 0.72471], [-0.33101, 6.03680, -0.87263], [0.39161, 4.43917, -0.68364], [-1.90135, 4.11039, -1.67267], [-1.80622, 3.14223, 1.19343], [-1.00608, 2.32469, -0.13759], [-2.72860, 2.39548, -0.19464], [-3.68223, 4.73779, -0.33446], [-0.84482, -4.28733, -1.11109], [-0.03035, -5.28731, -1.95728], [-0.71148, -5.56107, -3.31707], [-0.11495, -6.64012, -4.01348], [-0.61519, -6.82601, -5.29852], [1.26262, -4.66693, -2.27170], [-0.84979, -3.29098, -1.55308], [-0.44821, -4.13250, -0.10767], [-1.88924, -4.58325, -1.01249], [0.08365, -6.22004, -1.40491], [-0.64994, -4.64263, -3.90084], [-1.77093, -5.78315, -3.18926], [-1.67981, -7.05963, -5.28784], [-0.12464, -7.71820, -5.68770], [-0.38148, -5.98003, -5.94490], [1.07796, -3.77492, -2.70795], [1.73955, -5.14823, -3.02070], [-5.07040, 3.25723, 2.55585], [-5.85751, 1.98443, 2.62569], [-5.06172, 0.93265, 3.39447], [-3.76199, 0.51481, 2.92947], [-3.73687, -0.17320, 1.67961], [-7.10375, 2.26270, 3.33291], [-4.07081, 3.02647, 2.18751], [-5.01258, 3.78257, 3.50916], [-5.50504, 3.96370, 1.84868], [-6.09707, 1.56917, 1.64678], [-5.81540, 0.14790, 3.45955], [-4.95749, 1.29235, 4.41811], [-4.29378, 0.48612, 1.01383], [-4.24156, -1.12622, 1.83816], [-2.74213, -0.40513, 1.29907], [-7.27910, 3.21944, 3.06091], [-6.95080, 2.43003, 4.31715], [-0.67976, 0.42344, -5.41734], [-0.86814, 0.29034, -3.88853], [-1.91584, -0.76224, -3.46637], [-3.18488, -0.66535, -4.17429], [-4.04032, 0.45267, -3.95489], [0.41548, -0.05517, -3.27467], [-0.18467, -0.50138, -5.71346], [-0.09465, 1.30296, -5.68599], [-1.60858, 0.53908, -5.97592], [-1.18655, 1.24427, -3.46811], [-2.11234, -0.78415, -2.39445], [-1.58322, -1.78055, -3.66765], [-4.24575, 0.63019, -2.89925], [-4.94670, 0.35626, -4.55263], [-3.45530, 1.31339, -4.27895], [1.07801, 0.70587, -3.31905], [0.27100, -0.05380, -2.27505], [1.29747, 4.10597, 2.67377], [1.85914, 3.03985, 1.62976], [3.37223, 2.84059, 1.71330], [4.03781, 3.64443, 0.76058], [5.44452, 3.68120, 0.90739], [1.23328, 1.81834, 1.88992], [1.67478, 3.99044, 3.68984], [0.21679, 4.23425, 2.73518], [1.71860, 5.05299, 2.33631], [1.58856, 3.28372, 0.60243], [3.63511, 1.82400, 1.42083], [3.69849, 2.94015, 2.74854], [5.87375, 4.28969, 0.11140], [5.98325, 2.74368, 0.76982], [5.70783, 4.28708, 1.77439], [1.72400, 1.38027, 2.65634], [0.27736, 1.90274, 2.20488], [2.91143, 2.07193, -1.96154], [2.97673, 1.64125, -3.27684], [3.00514, 3.14845, -1.81863], [1.93939, 1.78085, -1.56343], [3.68801, 1.70018, -1.29308], [3.90270, 1.75851, -3.50143], [2.72507, -3.32462, 3.90841], [3.15851, -2.07290, 4.45952], [3.16722, -3.59271, 2.94886], [2.93489, -4.13442, 4.60720], [1.64851, -3.26178, 3.74976], [3.82482, -2.32956, 5.10120], [4.05540, -4.65354, -0.23704], [2.75761, -4.94652, 0.12175], [4.69117, -4.63940, 0.64823], [4.38757, -5.39545, -0.96322], [4.11478, -3.69846, -0.75895], [2.27458, -4.89036, -0.70598], [2.58303, 1.36837, 5.37424], [3.11939, 0.83724, 4.22711], [2.88818, 0.64808, 6.13329], [2.94379, 2.37720, 5.57475], [1.49429, 1.31722, 5.36402], [2.89025, -0.09193, 4.15132]],
  "forces_ev_per_angstrom": [[1.142, -0.766, 0.563], [-1.031, 0.017, 1.771], [1.023, -0.383, -0.949], [-1.033, -0.269, -1.963], [0.285, -0.166, -0.339], [-0.176, 0.241, -0.012], [0.264, -0.135, 0.096], [-0.477, 0.402, -0.358], [0.062, 0.097, -0.106], [-0.076, -0.075, 0.159], [-0.096, -0.100, 0.415], [0.111, 1.075, 0.568], [-0.871, -1.044, -0.083], [0.246, -0.755, 0.415], [0.686, 1.023, -0.447], [0.405, 0.223, 0.171], [-0.096, 0.392, -0.044], [-0.248, -0.017, 0.170], [-0.022, 0.000, -0.214], [0.260, 0.239, -0.322], [-0.339, -0.162, 0.107], [0.219, 0.058, -0.125], [-0.269, 0.187, 0.278], [-0.005, -0.143, -0.045], [-0.064, -0.106, -0.161], [-0.452, 0.615, -1.083], [-0.672, -0.339, 0.517], [0.623, 0.388, 1.099], [0.154, -0.618, -0.278], [0.608, -0.036, 0.412], [0.043, 0.046, -0.337], [0.191, -0.369, -0.084], [0.010, -0.185, -0.014], [0.265, -0.028, -0.075], [0.035, 0.241, -0.241], [-0.324, -0.053, 0.124], [-0.292, 0.314, -0.041], [0.112, 0.095, -0.112], [-0.202, 0.151, -0.139], [-0.128, 0.529, 0.249], [0.047, -0.679, 0.004], [0.830, 0.400, -1.194], [1.007, 0.312, 0.679], [-0.459, -0.580, -0.050], [-0.133, 0.614, 0.618], [-1.307, 0.360, 0.706], [-0.609, 0.060, -0.205], [0.236, 0.273, 0.115], [0.107, -0.292, 0.181], [-0.130, 0.094, -0.111], [-0.078, 0.257, -0.178], [0.433, -0.989, 0.043], [0.531, 0.047, 0.016], [0.134, -0.532, -0.763], [-0.284, -0.156, -0.410], [0.161, 0.567, 0.425], [-0.813, 0.157, -0.392], [0.427, -0.558, 0.486], [-0.414, -0.295, 0.646], [-0.080, 0.373, -0.198], [-1.021, 0.173, -0.846], [0.115, -0.708, 0.184], [1.862, 0.230, 0.042], [-0.196, -0.392, 0.468], [0.120, 0.147, -0.387], [0.369, -0.167, 0.243], [-0.195, -0.253, 0.226], [-0.396, 0.355, -0.137], [0.093, 0.565, 0.344], [0.242, 0.052, -0.429], [-0.318, -0.299, 0.228], [0.165, -0.215, 0.145], [-0.430, 0.550, -0.206], [0.205, 0.155, -0.874], [-0.165, -0.448, 0.535], [1.534, 0.631, -1.349], [-0.562, 2.040, 0.887], [0.062, -0.489, -0.603], [0.257, 0.598, 0.075], [0.051, 1.213, -0.610], [-0.653, -3.037, 0.704], [0.111, -0.561, -0.026], [-0.026, -0.401, -0.357], [-0.178, 0.425, 0.129], [0.227, 0.688, 0.038], [-0.374, -0.503, 0.240], [0.335, 0.472, 0.073], [-0.491, 0.131, -0.446], [-0.354, -0.464, 0.719], [0.199, -0.684, 0.616], [0.101, -0.365, 0.352], [-0.191, 0.290, -0.108], [-0.711, 0.777, 1.765], [0.778, -0.080, -0.645], [-0.141, 0.377, -0.431], [0.085, -0.110, 0.157], [0.109, -0.629, -0.105], [-0.025, -0.172, -0.645], [-0.635, -0.136, -0.031], [0.183, -0.524, -0.142], [0.297, 0.354, -0.047], [-0.109, -0.037, 0.022], [0.019, -0.058, 0.072], [0.162, 0.499, 0.047], [0.730, 0.046, -0.577], [-0.742, -0.148, 1.192], [0.087, -0.049, -0.114], [0.614, -0.224, 0.080], [0.194, 0.385, 0.116], [-0.885, 0.139, -0.566], [-0.522, -1.119, 1.371], [0.713, 0.447, -2.392], [-0.029, 0.617, 1.003], [0.027, -0.154, -0.117], [-0.287, 0.496, -0.003], [0.119, -0.446, 0.164]],
  "e_homo_ev": -8.855,
  "energy_ev": -54624.8092,
  "spin_multiplicity": 1,
  "e_above_lowest_kcal_mol": 10.6,
  "largest_force_ev_per_a": 3.18,
  "smiles": "COC[C@H](C)N.COC[C@H](C)N.COC[C@H](C)N.COC[C@H](C)N.CC(C)O.CC(C)O.CO.CO.CO.CO"
}

***

No. 2
{
  "formula": "C31H46BrN3OP2Ti",
  "method": "ωB97M-V/def2-TZVPD",
  "elements": ["N", "C", "C", "C", "C", "C", "C", "Ti", "P", "C", "C", "C", "C", "C", "C", "C", "Br", "H", "H", "H", "H", "H", "H", "H", "H", "H", "H", "P", "C", "C", "H", "H", "H", "H", "H", "C", "C", "H", "H", "H", "H", "H", "C", "C", "H", "H", "H", "H", "H", "C", "C", "H", "H", "H", "H", "H", "C", "C", "H", "H", "H", "H", "H", "C", "C", "H", "H", "H", "H", "H", "N", "C", "O", "C", "C", "C", "C", "N", "C", "H", "H", "H", "H", "H", "H"],
  "xyz": [[5.48850, 3.50017, -3.22392], [4.85506, 4.27653, -2.33866], [3.77030, 3.79854, -1.57797], [3.33652, 2.47920, -1.77282], [4.02408, 1.65695, -2.67813], [5.09510, 2.24305, -3.39594], [2.27253, 1.91787, -0.89509], [0.54483, 0.87768, -1.03068], [-1.50957, -3.25000, 2.13606], [2.36609, 0.56576, -0.38781], [2.12559, 0.28344, 1.03642], [1.39497, -0.85854, 1.39810], [1.16597, -1.08347, 2.75519], [1.59757, -0.21527, 3.76814], [2.29380, 0.94256, 3.39141], [2.59880, 1.16175, 2.05189], [1.03783, -0.48256, 5.49517], [1.82977, 2.67593, -0.24287], [2.82399, -0.22519, -1.00191], [3.28655, 4.42791, -0.83168], [3.75771, 0.60316, -2.84186], [5.21854, 5.29772, -2.20675], [5.63653, 1.63973, -4.12923], [0.90208, -1.44311, 0.60686], [3.20306, 2.01156, 1.73377], [0.52245, -1.91275, 3.00202], [2.54478, 1.68136, 4.13666], [-0.78268, -0.58842, -2.52143], [-0.58928, -3.49318, 3.73767], [-0.83548, -4.82530, 4.45090], [-0.82077, -2.63875, 4.39429], [0.49657, -3.49281, 3.54403], [-0.29254, -4.82619, 5.40370], [-1.89868, -4.99945, 4.64705], [-0.44356, -5.65212, 3.84818], [-0.32047, -3.73185, 0.86227], [-0.42010, -5.23952, 0.57427], [0.69094, -3.44554, 1.17610], [-0.58002, -3.16187, -0.03929], [0.26275, -5.51296, -0.23738], [-0.15967, -5.84417, 1.45168], [-1.44341, -5.50069, 0.27168], [-2.24947, -1.58963, 2.02429], [-3.69768, -1.69028, 2.55157], [-2.23856, -1.27085, 0.97153], [-1.64718, -0.87897, 2.60156], [-4.35659, -0.97817, 2.04515], [-4.08990, -2.70171, 2.38577], [-3.73307, -1.49353, 3.63007], [-2.58810, -0.37633, -2.38708], [-3.33704, -0.25986, -3.71002], [-2.76046, 0.51217, -1.76231], [-2.94770, -1.23778, -1.80391], [-3.07696, 0.65872, -4.24615], [-3.13367, -1.10766, -4.36968], [-4.41540, -0.23469, -3.52347], [-0.47229, -2.36731, -2.63094], [0.80782, -2.78191, -3.34261], [-1.35897, -2.84773, -3.06720], [-0.41614, -2.67395, -1.58017], [0.78087, -2.54151, -4.40801], [1.69713, -2.30469, -2.91265], [0.94830, -3.86675, -3.24987], [-0.21213, 0.18302, -4.10493], [0.33987, 1.55468, -3.73874], [-1.05987, 0.25652, -4.81143], [0.55256, -0.46772, -4.55408], [1.07905, 1.90810, -4.48088], [-0.48826, 2.27608, -3.67282], [0.94514, 1.52449, -2.76683], [-1.91241, 4.40676, 3.87758], [-1.01282, 3.71928, 3.10670], [-0.00544, 3.20246, 3.59308], [-1.32052, 3.59305, 1.64558], [-2.44674, 4.09519, 0.98189], [-2.57736, 3.84250, -0.38943], [-1.62140, 3.10290, -1.07485], [-0.60050, 2.51056, -0.38934], [-0.39154, 2.84732, 0.91708], [-1.65947, 4.55060, 4.84408], [-2.64490, 4.98495, 3.49667], [-3.19873, 4.67384, 1.51684], [-3.44367, 4.19867, -0.93785], [-1.63682, 2.94938, -2.15741], [0.55396, 2.50262, 1.36313]],
  "forces_ev_per_angstrom": [[0.134, 0.362, -0.051], [-0.686, -0.836, 0.304], [0.448, -0.020, -0.697], [0.111, -0.365, 0.395], [0.585, 0.923, -0.550], [-0.942, -0.567, 0.596], [1.786, 0.377, -0.957], [-1.312, -0.539, 0.498], [1.789, 0.385, 1.167], [0.911, -0.021, 0.871], [0.633, -0.022, 0.150], [-0.028, 1.176, 0.281], [-0.481, -0.043, 0.129], [-0.015, 0.240, -2.370], [-0.022, -0.167, -0.301], [-0.439, -0.619, -0.189], [-0.204, -0.205, 1.060], [0.447, -0.169, 0.235], [0.079, 0.394, 0.230], [0.113, -0.070, -0.195], [0.136, 0.546, 0.073], [-0.039, -0.306, -0.110], [-0.038, 0.271, 0.199], [0.526, -0.052, 0.413], [-0.218, -0.101, 0.222], [0.518, 0.573, 0.124], [0.205, -0.016, 0.083], [0.223, 0.023, -0.911], [-0.416, -0.559, 0.506], [-0.373, -0.278, 0.046], [-0.023, -0.255, -0.238], [-0.559, 0.119, -0.294], [-0.171, 0.031, -0.230], [0.237, -0.042, 0.056], [-0.160, 0.084, 0.173], [-0.450, -0.169, -0.669], [-0.113, -0.224, -0.054], [-0.255, -0.008, 0.129], [0.106, -0.220, 0.387], [-0.132, 0.070, 0.188], [-0.035, 0.162, -0.210], [0.320, -0.027, 0.029], [-0.322, -0.098, -0.321], [-0.154, -0.052, 0.264], [0.097, -0.192, 0.193], [0.063, -0.183, -0.077], [0.178, -0.125, 0.136], [-0.177, 0.319, 0.010], [-0.020, -0.060, -0.278], [-0.273, 0.064, 0.122], [-0.318, -0.015, -0.043], [-0.064, -0.193, -0.141], [0.019, 0.147, -0.096], [-0.049, -0.152, 0.110], [-0.012, 0.071, 0.047], [0.161, -0.007, -0.079], [-0.394, -0.461, 0.080], [0.260, -0.235, -0.058], [0.233, -0.032, 0.017], [-0.073, -0.110, -0.454], [-0.018, -0.105, 0.143], [-0.157, -0.005, -0.044], [-0.037, 0.272, -0.071], [-0.625, -0.484, -0.103], [0.355, 0.213, 0.182], [0.600, -0.051, 0.144], [-0.233, 0.283, 0.196], [-0.408, 0.013, 0.416], [0.520, -0.051, 0.028], [-0.194, 0.596, -1.500], [0.443, -0.328, -0.526], [0.419, 0.383, 1.535], [-1.111, 0.383, -0.795], [0.227, -0.177, -0.464], [0.511, -0.519, -0.185], [-0.173, 0.217, -0.206], [0.281, -0.501, 1.359], [-0.481, 1.780, 0.485], [-0.703, -0.250, -0.959], [-0.018, -0.007, -0.068], [0.170, -0.118, 0.072], [0.090, -0.192, -0.274], [0.184, 0.185, 0.092], [-0.237, -0.068, 0.510], [-0.759, 0.007, 0.081]],
  "e_homo_ev": [-12.142, -12.152],
  "energy_ev": -151129.0969,
  "spin_multiplicity": 3,
  "e_above_lowest_kcal_mol": 73.0,
  "charge": 2,
  "largest_force_ev_per_a": 2.38
}